# 1
Molecular formula: C4H12NO2
Method: DFT, ωB97M-V/def2-TZVPD

Each line ends with the Mulliken charge.
Cartesian coordinates (Å):
C  0.42028  0.13369  -2.06865  -0.61
N  0.33109  1.33934  -1.03601  -0.55
C  -0.82283  1.24675  -0.06870  -0.34
C  -0.23689  1.20715  1.30185  -0.75
C  0.60722  -0.14580  1.49629  -0.60
O  0.13101  -1.13475  0.74911  -0.59
H  0.98559  0.14048  -2.99152  0.32
H  -0.61279  -0.12485  -2.24594  0.21
H  0.96477  -0.77348  -1.47805  0.19
H  1.24769  1.40757  -0.53338  0.30
H  -1.36642  0.34010  -0.37195  0.25
H  -1.42220  2.15396  -0.20288  0.28
H  0.26465  2.20102  1.47340  0.31
H  -1.00211  1.17649  2.13557  0.32
H  1.71372  0.01523  1.17663  0.18
H  0.77828  -0.44633  2.56869  0.32
H  -0.24647  -2.25943  0.42151  0.39
H  -1.41335  -3.25546  -0.11209  0.20
O  -0.32124  -3.22170  -0.21390  -0.82

Properties
HOMO energy in eV: -3.7
Multiplicity: 1
Net charge: -1
E_tot in eV: -9925.6907
Kohn-Sham gap in eV: 7.91
Molecular weight in g/mol: 106.1
ΔE to the lowest compared entry with this formula, charge and spin in eV: 2.533
LUMO in eV: 4.211
Strongest force on any atom in eV/A: 5.33



# 2
Molecular formula: C6H9N
Method: DFT, ωB97M-V/def2-TZVPD

Each line ends with the Mulliken charge.
Cartesian coordinates (Å):
C  -1.00921  -1.71463  0.28233  -1.27
C  0.13011  -0.74763  0.06455  1.04
C  1.52242  -0.98254  -0.15849  -0.73
C  2.15426  0.28943  -0.21939  -0.47
N  1.15566  1.21100  -0.05712  -0.01
C  -0.05417  0.60877  0.07812  -0.06
C  -1.28956  1.40815  -0.06987  -1.27
H  -0.77457  -2.75629  0.04180  0.33
H  -1.87901  -1.43159  -0.32325  0.31
H  -1.33291  -1.69157  1.33323  0.27
H  1.78229  -2.00763  -0.45154  0.34
H  3.12880  0.79954  -0.27930  0.38
H  1.28140  2.19232  0.13798  0.23
H  -2.15961  0.77036  0.08464  0.31
H  -1.33177  1.80493  -1.09291  0.27
H  -1.32412  2.24738  0.62921  0.34

Properties
HOMO energy in eV: -7.7
Multiplicity: 1
E_tot in eV: -7857.5448
Structure (SMILES): Cc1cc[nH]c1C
Kohn-Sham gap in eV: 8.74
Molecular weight in g/mol: 95.1
ΔE to the lowest compared entry with this formula, charge and spin in eV: 0.615
LUMO in eV: 1.034
Strongest force on any atom in eV/A: 1.42



# 3
Molecular formula: CH6N3S2
Method: DFT, ωB97M-V/def2-TZVPD

Each line ends with the Mulliken charge.
Cartesian coordinates (Å):
C  -1.03625  0.28485  -0.07501  0.72
N  -2.36046  0.18487  -0.11936  -0.39
N  -0.32594  -0.78229  -0.12129  -0.54
N  0.99589  -0.98840  -0.03157  -0.11
S  -0.26710  1.87885  0.01655  -0.15
S  3.43612  0.16401  -0.05403  0.01
H  -2.78445  -0.72872  -0.15547  0.25
H  -2.96580  0.98815  -0.12282  0.17
H  -1.39418  2.58871  -0.06564  0.15
H  1.29572  -1.35126  0.87048  0.33
H  1.37671  -1.47256  -0.84019  0.36
H  4.02974  -0.76620  0.69835  0.20

Properties
HOMO energy (alpha / beta) in eV: -13.8 / -13.7
Multiplicity: 1
Net charge: +1
E_tot in eV: -27264.3505
Kohn-Sham gap (alpha / beta) in eV: 6.09 / 6.00
Molecular weight in g/mol: 124.2
ΔE to the lowest compared entry with this formula, charge and spin in eV: 3.707
LUMO (alpha / beta) in eV: -7.678 / -7.675
Strongest force on any atom in eV/A: 1.77



# 4
Molecular formula: C76H134O51
Method: DFT, ωB97M-V/def2-TZVPD

Each line ends with the Mulliken charge.
Cartesian coordinates (Å):
C  28.32513  6.10871  6.66440  -0.76
O  27.18851  6.72750  7.24235  -0.25
C  26.00008  6.81032  6.47027  -0.44
C  24.92003  7.49547  7.32467  -0.65
O  24.61102  6.91882  8.56173  -0.20
C  24.14527  5.53947  8.61636  -0.49
C  23.61192  5.27279  10.05602  -0.68
O  22.54645  6.17252  10.36656  -0.29
C  22.46541  6.59371  11.74252  -0.62
H  28.99000  5.95943  7.51514  0.24
H  28.86625  6.84383  6.06867  0.28
H  28.07544  5.20164  6.11396  0.29
H  25.73051  5.82326  6.09460  0.28
H  26.27160  7.29727  5.53365  0.44
H  24.04099  7.54323  6.68193  0.36
H  25.29208  8.50065  7.52289  0.30
H  24.99291  4.90519  8.35693  0.33
H  23.36105  5.25801  7.91358  0.37
H  24.41962  5.27933  10.78794  0.39
H  23.17691  4.27343  10.06761  0.36
H  21.65118  7.30056  11.90225  0.24
H  23.41957  6.96547  12.11597  0.19
H  22.16953  5.76450  12.38514  0.32
C  24.46579  3.91157  2.00727  -0.71
O  24.36450  5.16804  1.44180  -0.28
C  24.40962  5.32258  0.03765  -0.66
C  25.10905  6.64070  -0.31703  -0.32
O  26.45847  6.83583  -0.03883  -0.29
C  27.00999  8.02709  -0.67174  -0.64
C  26.59022  9.36592  -0.10341  -0.54
O  27.09083  9.47774  1.25597  -0.30
C  26.30877  10.28795  2.15811  -0.62
H  24.70552  3.99299  3.06746  0.18
H  25.24199  3.26940  1.59108  0.32
H  23.53915  3.34954  1.89076  0.31
H  23.37773  5.24280  -0.30431  0.32
H  24.92650  4.42737  -0.30807  0.36
H  24.70006  7.44267  0.29752  0.20
H  24.81511  6.87553  -1.34004  0.39
H  26.85591  8.04603  -1.75063  0.41
H  28.09574  8.00829  -0.57749  0.33
H  25.50203  9.39751  -0.15777  0.38
H  26.90023  10.28646  -0.59798  0.41
H  26.82224  10.21523  3.11684  0.20
H  25.34814  9.77590  2.21352  0.25
H  26.25096  11.29248  1.73896  0.31
C  30.97417  -6.43287  4.68478  -0.76
O  31.22055  -5.11293  4.12821  -0.30
C  32.54584  -4.57827  4.30324  -0.37
C  32.53165  -3.08460  3.93944  -0.66
O  31.76589  -2.24444  4.76531  -0.32
C  32.43069  -1.84846  5.95490  -0.43
C  31.77769  -0.75627  6.79462  -0.54
O  30.62835  -1.09279  7.56416  -0.36
C  30.07956  0.04376  8.21244  -0.65
H  31.58649  -7.15398  4.14333  0.31
H  29.95491  -6.71830  4.42450  0.26
H  31.19948  -6.59599  5.73870  0.30
H  33.14649  -5.12351  3.57519  0.38
H  32.90282  -4.67090  5.32895  0.29
H  32.07775  -2.94997  2.95762  0.30
H  33.55268  -2.73590  3.78449  0.45
H  33.43632  -1.50714  5.70928  0.35
H  32.59717  -2.76251  6.52488  0.27
H  31.58174  0.13737  6.20207  0.35
H  32.52157  -0.57205  7.56973  0.34
H  29.35957  -0.16553  9.00359  0.25
H  29.51868  0.55589  7.43063  0.25
H  30.94053  0.62590  8.54099  0.31
C  25.89989  5.28378  24.09929  -0.84
O  26.58566  4.84239  22.88737  -0.25
C  27.10859  3.47564  23.00752  -0.53
C  27.68359  2.89105  21.69506  -0.64
O  26.78569  2.60211  20.57639  -0.38
C  26.05727  3.74176  20.09453  -0.29
C  25.28998  3.49411  18.75716  -0.68
O  24.04902  2.76750  18.88061  -0.38
C  24.17930  1.33682  19.23295  -0.64
H  25.67692  6.34803  24.02334  0.28
H  26.52123  5.24205  24.99389  0.33
H  24.97095  4.85592  24.47623  0.32
H  26.28717  2.80180  23.25102  0.33
H  27.91619  3.43787  23.73860  0.46
H  28.19234  1.94355  21.87261  0.37
H  28.42741  3.62892  21.39444  0.35
H  26.68045  4.62453  19.95147  0.44
H  25.31136  4.01031  20.84259  0.22
H  25.98025  2.96896  18.09695  0.33
H  25.11581  4.39462  18.16821  0.42
H  23.20244  0.89814  19.02947  0.23
H  24.54355  1.19477  20.25041  0.24
H  24.97689  0.88177  18.64568  0.30
C  15.75967  0.65796  12.54902  -1.45
C  16.24018  2.10169  12.57096  0.46
C  15.35698  2.96681  11.75131  -0.40
O  14.84128  3.86681  12.69069  -0.34
C  15.30657  3.62009  13.91512  0.71
O  15.10722  4.32992  14.90512  -0.59
O  16.00977  2.51373  13.90111  -0.33
H  14.70469  0.56283  12.80607  0.36
H  16.39265  0.04928  13.19473  0.34
H  15.86228  0.23299  11.55055  0.40
H  17.30028  2.16016  12.32425  0.28
H  14.49297  2.47429  11.30520  0.28
H  15.94704  3.53734  11.03409  0.27
C  28.81273  10.43753  11.32720  -1.48
C  28.45521  10.06955  12.75861  0.54
C  27.24925  9.12175  12.90154  -0.32
O  27.77216  8.02031  13.63317  -0.32
C  29.11158  8.14504  13.87553  0.67
O  29.82771  7.39232  14.50933  -0.56
O  29.54265  9.26689  13.20499  -0.36
H  28.01277  10.93566  10.77944  0.38
H  29.07701  9.53636  10.77389  0.35
H  29.66896  11.10980  11.27244  0.35
H  28.40113  11.01926  13.29080  0.24
H  26.84778  8.74731  11.95989  0.26
H  26.51821  9.70767  13.45867  0.24
C  18.47077  10.58492  8.47328  -1.40
C  19.38439  11.69030  9.14806  0.43
C  20.70839  11.95259  8.47107  -0.35
O  20.76302  13.29132  8.34204  -0.30
C  19.63014  13.84052  8.65592  0.73
O  19.48001  15.06320  8.58678  -0.62
O  18.74618  12.92285  9.11637  -0.35
H  17.60065  10.43250  9.11184  0.37
H  18.93311  9.59810  8.49618  0.39
H  18.11470  10.76559  7.45904  0.33
H  19.52163  11.44745  10.20176  0.20
H  20.73009  11.38011  7.54375  0.28
H  21.52972  11.62093  9.10630  0.29
C  16.23276  4.99294  1.54311  -1.30
C  17.70456  5.08809  1.95639  0.40
C  18.11475  6.29524  2.81029  -0.36
O  17.99548  5.71990  4.06173  -0.32
C  18.05337  4.40873  4.01539  0.67
O  17.99012  3.62300  4.96955  -0.60
O  18.07661  4.01415  2.73673  -0.35
H  15.88908  6.01397  1.37734  0.33
H  15.55252  4.53985  2.26427  0.33
H  15.99835  4.51552  0.59168  0.35
H  18.29576  5.05595  1.04121  0.30
H  17.37727  7.09436  2.73511  0.27
H  19.10411  6.71640  2.63166  0.29
C  19.82671  13.16693  16.54246  -1.43
C  20.54419  14.21382  15.68304  0.44
C  21.62452  14.99645  16.44349  -0.41
O  22.70011  15.00505  15.50152  -0.33
C  22.47594  14.08056  14.52894  0.67
O  23.23093  13.78347  13.62251  -0.56
O  21.24823  13.44943  14.76291  -0.32
H  20.48110  12.43831  17.02096  0.35
H  19.15286  12.67389  15.84179  0.34
H  19.23050  13.55717  17.36729  0.39
H  19.89951  14.90954  15.14597  0.28
H  21.89244  14.52489  17.38898  0.28
H  21.28510  16.02228  16.58693  0.29
C  32.39769  3.74381  -0.16335  -1.52
C  32.15604  2.26455  -0.00320  0.63
C  30.72305  1.81063  0.02620  -0.33
O  30.71609  0.75656  -0.92828  -0.31
C  31.83309  0.75108  -1.59907  0.65
O  32.11097  0.04682  -2.56566  -0.58
O  32.76599  1.54480  -1.01057  -0.35
H  31.90411  4.29075  0.63998  0.39
H  32.07270  4.22475  -1.08593  0.35
H  33.47137  3.93029  -0.13978  0.35
H  32.59355  2.02289  0.96545  0.17
H  30.00140  2.62525  -0.03469  0.28
H  30.61394  1.35728  1.01143  0.27
C  28.90979  11.75941  20.81707  -1.45
C  27.64981  11.23596  21.35332  0.54
C  26.63916  12.38691  21.56672  -0.45
O  25.52657  12.10614  20.68195  -0.32
C  25.73773  10.94374  20.07817  0.70
O  24.96973  10.48045  19.21286  -0.61
O  26.92225  10.43348  20.34861  -0.34
H  29.70560  11.01767  20.74900  0.34
H  29.32793  12.58079  21.39895  0.37
H  28.69924  12.18032  19.83392  0.37
H  27.81447  10.63704  22.24902  0.28
H  27.06589  13.37392  21.38836  0.29
H  26.27025  12.28029  22.58683  0.28
C  39.91500  5.16998  1.67995  -1.45
C  39.34224  5.26927  3.06325  0.52
C  38.70288  6.60738  3.33206  -0.49
O  37.61618  6.32031  4.18039  -0.31
C  37.31386  4.99985  4.06269  0.66
O  36.30538  4.48143  4.51353  -0.58
O  38.17357  4.45047  3.21528  -0.34
H  40.44522  4.24629  1.44806  0.35
H  40.68258  5.93849  1.58866  0.40
H  39.17334  5.37446  0.90782  0.36
H  40.06267  5.10851  3.86526  0.27
H  38.51327  7.14758  2.40453  0.30
H  39.40417  7.26322  3.84797  0.32
C  20.77567  -5.71824  10.61928  -1.26
C  21.23213  -4.53509  11.55456  0.31
C  22.51359  -4.66713  12.42511  -0.40
O  23.09703  -3.44124  12.29928  -0.31
C  22.61537  -2.81517  11.25621  0.68
O  23.13980  -1.91817  10.65865  -0.57
O  21.62992  -3.48757  10.71821  -0.33
H  21.40235  -5.87213  9.74082  0.33
H  19.76317  -5.46084  10.30832  0.33
H  20.71387  -6.65964  11.16520  0.36
H  20.43141  -4.09964  12.15233  0.28
H  23.22994  -5.45046  12.17747  0.28
H  22.21919  -4.83529  13.46104  0.28
C  19.97293  4.24509  22.55359  -1.33
C  20.09949  5.68803  21.98202  0.35
C  20.09310  5.87337  20.43171  -0.36
O  19.11055  6.92090  20.27145  -0.32
C  18.47339  7.12236  21.38020  0.68
O  17.58717  7.90654  21.43804  -0.56
O  18.90096  6.35373  22.37783  -0.35
H  19.83656  4.20968  23.63445  0.32
H  20.73112  3.53499  22.22344  0.35
H  19.05153  3.88776  22.09375  0.37
H  20.96605  6.22275  22.37094  0.29
H  19.76838  4.93846  19.97498  0.28
H  21.07280  6.21593  20.09862  0.29
C  35.19218  6.30091  11.00547  -1.45
C  36.62345  6.46293  10.44648  0.58
C  37.72589  7.03479  11.28237  -0.34
O  38.76874  6.06252  11.21494  -0.35
C  38.39014  5.01430  10.46261  0.69
O  39.11256  4.05391  10.20646  -0.59
O  37.15895  5.16584  10.12770  -0.36
H  34.74019  7.29268  10.99114  0.40
H  35.01668  6.00054  12.03846  0.37
H  34.57817  5.64539  10.38792  0.34
H  36.47615  7.08308  9.56227  0.17
H  37.38571  7.27166  12.29048  0.28
H  38.07809  7.97754  10.86371  0.26
C  18.47659  17.01544  2.66806  -1.41
C  18.16854  15.55382  2.29550  0.39
C  18.61643  15.27199  0.85606  -0.47
O  19.24410  14.00632  1.02552  -0.36
C  19.41972  13.71452  2.28874  0.71
O  20.04600  12.74398  2.62667  -0.58
O  18.88558  14.65630  3.02266  -0.31
H  18.11392  17.75721  1.95648  0.39
H  19.51668  17.30707  2.81391  0.37
H  17.94972  17.19408  3.60539  0.35
H  17.11309  15.28444  2.33470  0.29
H  19.41901  15.95801  0.58525  0.31
H  17.73648  15.32512  0.21500  0.32
C  33.49778  12.06149  5.29209  -1.42
C  32.84186  11.89768  3.88768  0.41
C  33.19768  13.08022  2.92882  -0.42
O  33.53081  12.42106  1.72163  -0.33
C  33.78986  11.12747  1.94191  0.67
O  34.31553  10.35406  1.18489  -0.54
O  33.57748  10.85418  3.28331  -0.33
H  34.57642  12.15547  5.16636  0.36
H  33.42107  11.18538  5.93602  0.34
H  33.13301  12.91255  5.86716  0.37
H  31.79615  11.61667  4.01273  0.30
H  33.98889  13.70696  3.34027  0.29
H  32.27311  13.64371  2.80333  0.30

Properties
HOMO energy in eV: -9.4
Multiplicity: 1
E_tot in eV: -185395.6148
Kohn-Sham gap in eV: 9.55
Molecular weight in g/mol: 1863.9
ΔE to the lowest compared entry with this formula, charge and spin in eV: 5.548
LUMO in eV: 0.183
Strongest force on any atom in eV/A: 4.90



# 5
Molecular formula: C2H6NO3
Method: DFT, ωB97M-V/def2-TZVPD

Each line ends with the Mulliken charge.
Cartesian coordinates (Å):
O  -0.68082  1.47901  0.75896  -0.71
C  0.04485  0.45668  0.63960  0.02
N  0.67664  -0.04365  -0.39267  -0.36
C  1.77164  -1.54808  -0.44522  -0.16
O  2.44482  -1.70580  -1.47591  -0.68
H  -0.03120  -0.26127  1.47985  0.32
H  1.31349  0.62922  -0.82312  0.21
H  2.22260  -1.28886  0.54689  0.18
H  0.95673  -2.25405  -0.15859  0.19
H  -2.12377  1.52216  0.14211  0.41
H  -3.63518  1.24285  0.09207  0.26
O  -2.95978  1.77178  -0.36396  -0.69

Properties
HOMO energy in eV: -4.2
Multiplicity: 1
Net charge: -1
E_tot in eV: -9803.7804
Kohn-Sham gap in eV: 8.23
Molecular weight in g/mol: 92.1
ΔE to the lowest compared entry with this formula, charge and spin in eV: 2.420
LUMO in eV: 4.029
Strongest force on any atom in eV/A: 2.45



# 6
Molecular formula: C6H12N3O
Method: DFT, ωB97M-V/def2-TZVPD

Each line ends with the Mulliken charge.
Cartesian coordinates (Å):
C  1.94914  1.23714  0.08810  0.68
C  -0.88392  1.07853  0.18783  0.58
C  2.73480  2.42909  -0.19916  -0.94
C  1.86616  -2.09226  1.19513  -0.69
C  -3.18335  0.24846  0.17948  -0.96
C  -1.28203  -0.58836  -1.31454  -1.08
N  1.99440  -0.00577  0.22690  0.35
N  1.74885  -1.18499  0.09731  -0.52
N  -1.80144  0.30669  -0.26115  0.00
O  0.04569  1.63477  0.62904  -0.52
H  3.37582  2.53089  0.76227  0.29
H  2.17468  3.40230  -0.26733  0.34
H  3.16474  2.37906  -1.23120  0.32
H  2.21389  -3.17936  1.01481  0.28
H  2.55743  -1.74662  1.93869  0.37
H  0.83142  -2.17823  1.62740  0.27
H  -3.70317  -0.60893  -0.19574  0.38
H  -3.19372  0.17696  1.19816  0.40
H  -3.72276  1.13220  -0.17917  0.32
H  -2.14319  -0.82364  -2.02776  0.36
H  -0.48746  -0.22273  -1.89017  0.41
H  -0.81227  -1.38588  -0.80658  0.36

Properties
HOMO energy (alpha / beta) in eV: -9.6 / -13.9
Multiplicity: 3
Net charge: +1
E_tot in eV: -12919.7957
Kohn-Sham gap (alpha / beta) in eV: 6.20 / 8.23
Molecular weight in g/mol: 142.2
ΔE to the lowest compared entry with this formula, charge and spin in eV: 4.658
LUMO (alpha / beta) in eV: -3.383 / -5.619
Strongest force on any atom in eV/A: 8.01